C23H34AsN3O7SeSi3V | the ωB97M-V functional and the def2-TZVPD basis

XYZ file:
```
73
C23H34AsN3O7SeSi3V | the Open Molecules 2025 dataset | the ωB97M-V functional and the def2-TZVPD basis
Se 2.62254 1.28922 4.50420
As 1.66159 0.19396 -1.58424
V -0.77955 0.24337 -0.72679
Si 2.64162 -1.93638 -1.34837
Si 3.41745 1.72464 -1.08563
Si 1.54144 0.34588 -3.97647
O -1.21548 4.35324 -0.75614
O -1.04282 2.21294 -1.44923
O -0.51675 3.46950 4.36566
O -1.16492 -1.08050 -2.22840
O -2.65641 -2.58116 -2.99219
O -0.49280 -1.25058 0.69536
O -0.67367 -1.55340 2.92307
N 2.27846 0.50020 1.64626
N -0.68439 1.32866 0.92421
N -2.87806 -0.02664 -0.55855
C -0.58833 -0.86380 1.91329
C 0.65598 -1.10830 -4.78143
C -0.65522 1.34197 3.27030
C 3.99151 -2.20619 -2.65100
C -2.30689 -1.63989 -2.28128
C -5.53191 -0.81994 -0.45062
C 0.61005 1.94468 -4.31513
C 2.40432 0.80432 2.76163
C -3.32247 -1.03680 -1.32047
C 4.84987 1.15532 -0.01028
C 1.27773 -3.18824 -1.58988
C -3.74495 0.60185 0.23780
C -0.82113 3.40798 2.01570
C 4.34330 2.31502 -2.62806
C 2.57625 3.22705 -0.34845
C -5.07810 0.24270 0.31841
C 3.09185 0.45848 -5.07102
C -4.63720 -1.46761 -1.28498
C -0.66309 2.73434 3.22481
C 3.44260 -2.22493 0.31779
C -1.04880 3.14935 -0.57187
C -0.63828 0.66102 2.07452
C -0.83946 2.64730 0.86176
H 5.50963 2.02102 0.11021
H 5.42591 0.36311 -0.49702
H 3.56542 -2.46064 -3.62445
H -0.03207 2.91833 4.99563
H 1.66155 3.47224 -0.89364
H 4.53370 0.80843 0.96897
H -6.56812 -1.13242 -0.40115
H -0.07692 -1.58974 -4.13983
H 3.62986 1.39942 -4.99038
H 4.64968 -3.02278 -2.33927
H -4.91491 -2.29572 -1.92171
H 0.14225 -0.73109 -5.67162
H 0.25482 1.95987 -5.35048
H 4.76654 1.48134 -3.18811
H -5.74013 0.78629 0.97896
H 3.23595 4.09955 -0.37806
H 1.26195 2.81006 -4.16603
H -0.24487 2.06083 -3.64531
H 3.65537 -3.29510 0.41022
H 2.30281 3.02679 0.68926
H 0.54154 -3.06176 -0.79183
H -0.58281 0.79302 4.19980
H 3.79698 -0.36078 -4.92608
H -0.88182 4.48582 1.96802
H 4.60393 -1.31029 -2.77722
H 5.17143 2.94662 -2.29248
H 1.38590 -1.85568 -5.10753
H 2.70132 0.38200 -6.09210
H 0.75091 -3.04157 -2.53438
H 1.67875 -4.20616 -1.55366
H 3.71849 2.90022 -3.30571
H 2.77879 -1.92219 1.12752
H -3.34533 1.41424 0.83341
H 4.37569 -1.67105 0.42965
```

Summary:
spin multiplicity: 4
M: 753.62 u
E_LUMO (alpha / beta): 4.42 / 4.41 eV
E_HOMO (alpha / beta): -0.0433 / -0.0913 hartree
total charge: -2